Formula: C32H64CuO44S10
Source: the Open Molecules 2025 dataset
Level of theory: wB97M-V/def2-TZVPD

Output
LUMO level (spin up / spin down) = 0.1111 / 0.1111 Eh
orbital gap (spin up / spin down) = 0.231 / 0.230 hartree
<S²> = 0.752
HOMO (spin up / spin down) = -3.26 / -3.24 eV

```
! wB97M-V def2-TZVPD RIJCOSX def2/J DEFGRID3
* xyz -2 2
Cu -4.5218 -17.0814 -7.1292
S -4.3223 -15.6830 -4.8223
O -5.2565 -14.7187 -4.2693
O -3.1056 -15.8220 -4.0551
O -4.9861 -16.9666 -5.1284
O -3.9812 -15.2324 -6.2092
S -5.7683 -16.5191 -9.4485
O -6.6265 -17.3484 -10.3055
O -4.3890 -16.9643 -9.2188
O -5.9433 -15.2799 -10.2151
O -6.2849 -16.3596 -8.0847
C -6.0180 -21.3285 -7.8053
C -5.3027 -21.4210 -6.4331
C -5.3793 -19.9840 -5.9161
O -5.3864 -19.2031 -7.0806
C -6.1706 -19.8229 -8.0813
H -7.0653 -21.6262 -7.7545
H -5.5878 -21.9915 -8.5560
H -4.2872 -21.6685 -6.7423
H -5.8516 -22.1474 -5.8337
H -4.7209 -19.7358 -5.0836
H -6.3801 -19.7745 -5.5383
H -5.6915 -19.5805 -9.0298
H -7.1745 -19.4001 -8.1201
C -9.2902 -20.0312 -2.4131
C -9.1216 -21.3011 -1.7118
C -8.0625 -22.0181 -2.5109
O -8.4100 -21.5180 -3.8332
C -9.4581 -20.5157 -3.8209
H -8.4353 -19.3551 -2.4271
H -10.0101 -19.3367 -1.9802
H -10.0480 -21.8747 -1.6814
H -8.7600 -21.0984 -0.7036
H -7.9835 -23.1023 -2.4301
H -7.0823 -21.6049 -2.2731
H -10.4396 -20.9559 -3.9971
H -9.3677 -19.6532 -4.4812
C -1.6895 -14.6116 -8.4395
C -1.0270 -14.6581 -9.8273
C -1.7882 -13.5129 -10.5199
O -1.8304 -12.4421 -9.5647
C -1.7735 -13.0747 -8.2145
H -1.1817 -15.2004 -7.6756
H -2.6493 -15.1256 -8.4918
H -1.2187 -15.5956 -10.3493
H 0.0080 -14.3167 -9.8138
H -2.7135 -13.8837 -10.9608
H -1.2697 -13.0446 -11.3566
H -2.6183 -12.7094 -7.6305
H -0.8355 -12.7025 -7.8025
C -0.8800 -19.2649 -7.4585
C -1.1853 -19.3372 -6.0092
C -1.8826 -18.0522 -5.7711
O -2.6163 -17.9715 -7.0200
C -1.8914 -18.5373 -8.1423
H -0.7415 -20.2279 -7.9499
H 0.0957 -18.8044 -7.6139
H -0.2453 -19.5177 -5.4878
H -1.8366 -20.2059 -5.9122
H -1.1913 -17.2095 -5.7824
H -2.4887 -18.0734 -4.8654
H -1.5154 -17.6608 -8.6701
H -2.5502 -19.2255 -8.6719
C -0.6005 -13.8734 -4.5678
C -1.8388 -12.9095 -4.5287
O -1.5067 -11.7549 -5.1203
S 0.1720 -11.4378 -5.0756
O 0.5683 -10.8658 -3.7927
O 0.6561 -10.9211 -6.3285
O 0.4879 -13.0685 -4.9597
H -0.7497 -14.7462 -5.2033
H -0.4082 -14.2663 -3.5694
H -2.0278 -12.5845 -3.5056
H -2.7598 -13.3491 -4.9115
C -8.6415 -13.3433 2.0976
C -9.5401 -12.6124 1.1608
O -10.1481 -13.7663 0.5953
S -9.0966 -14.9157 0.0662
O -8.3270 -14.3356 -1.0016
O -9.6746 -16.2968 -0.0172
O -8.3574 -14.6316 1.5099
H -9.0723 -13.4459 3.0936
H -7.6439 -12.9057 2.1357
H -9.0032 -11.9767 0.4568
H -10.3174 -12.0972 1.7253
C -3.6722 -13.2365 -0.4427
C -5.1527 -13.1896 0.0837
O -5.2108 -13.9003 1.2907
S -3.7827 -14.3821 1.7744
O -3.5432 -15.8148 1.5232
O -3.4826 -13.8030 3.1120
O -2.8897 -13.6106 0.6390
H -3.3311 -12.3160 -0.9163
H -3.5828 -14.0389 -1.1750
H -5.9636 -13.4170 -0.6084
H -5.1826 -12.1255 0.3180
C -8.2322 -15.2551 -4.5171
C -8.3901 -16.5764 -5.3219
O -9.4384 -17.2703 -4.6828
S -10.7009 -16.2429 -4.3456
O -11.4394 -16.6160 -3.1512
O -11.4274 -15.8682 -5.5662
O -9.5593 -15.0233 -4.0906
H -7.9284 -14.3458 -5.0356
H -7.7497 -15.4099 -3.5520
H -7.4794 -17.1750 -5.3045
H -8.6816 -16.3828 -6.3542
C -5.7019 -13.1354 -7.4794
C -6.9904 -13.1323 -8.2623
O -7.5484 -11.9127 -8.0198
S -6.3440 -10.7487 -8.0291
O -6.6411 -9.6628 -7.0580
O -5.8735 -10.4217 -9.3881
O -5.2979 -11.8747 -7.2585
H -5.0114 -13.7017 -8.1043
H -5.9679 -13.6301 -6.5453
H -7.6535 -13.9710 -8.0502
H -6.8293 -13.1325 -9.3403
C -5.8457 -18.1595 -2.4105
C -5.9366 -16.8433 -1.5509
O -5.6061 -17.1437 -0.2494
S -5.6814 -18.7617 0.0551
O -6.6976 -19.1243 1.0347
O -4.3475 -19.2539 0.2688
O -6.2004 -19.1509 -1.4684
H -4.8081 -18.3249 -2.7005
H -6.4830 -18.1818 -3.2945
H -6.9950 -16.5861 -1.5094
H -5.3072 -16.0326 -1.9179
C -1.3165 -16.8517 -0.7903
C -1.8346 -18.2266 -1.3493
O -0.7538 -18.7355 -2.1320
S 0.5795 -17.6668 -2.2619
O 0.4970 -16.6920 -3.3611
O 1.8565 -18.4174 -2.0394
O 0.0717 -16.9873 -0.8500
H -1.7215 -16.7741 0.2187
H -1.6967 -15.9775 -1.3189
H -2.6817 -18.1166 -2.0264
H -2.1008 -18.9882 -0.6162
C -6.7145 -11.5352 -4.0453
C -5.1939 -11.4600 -3.7945
O -5.0587 -10.8895 -2.5269
S -6.4246 -10.0707 -2.0171
O -6.2016 -8.6442 -1.9493
O -6.9910 -10.7503 -0.8654
O -7.1960 -10.3728 -3.4196
H -7.1466 -12.4281 -3.5935
H -6.9660 -11.3876 -5.0956
H -4.7360 -10.6822 -4.4055
H -4.6477 -12.4016 -3.8490
*
```

Formula: C15H26O15
Source: the Open Molecules 2025 dataset
Level of theory: wB97M-V/def2-TZVPD

Output
energy above the lowest of the compared OMol25 structures with the same formula, charge and spin = 67.63 kcal per mole
LUMO level = 0.0112 Eh
orbital gap = 0.393 hartree
SMILES = COC(=O)OC.COC(=O)OC.COC(=O)OC.O=C1OCCO1.O=C1OCCO1
HOMO = -10.39 eV

```
! wB97M-V def2-TZVPD RIJCOSX def2/J DEFGRID3
* xyz 0 1
C -12.0191 -25.1038 13.5310
O -13.2408 -25.6351 13.9850
C -13.8549 -25.2199 15.0709
O -13.3100 -24.4228 15.8894
O -14.9977 -25.8106 15.1143
C -15.7894 -25.6951 16.3061
H -12.1192 -24.0926 13.1365
H -11.8047 -25.7792 12.7027
H -11.2352 -25.3328 14.2530
H -16.6989 -26.2663 16.1200
H -16.0863 -24.6560 16.1633
H -15.4526 -25.8724 17.3274
C -10.3196 -16.9384 8.8038
O -9.8570 -18.1224 8.1854
C -9.3765 -19.1508 8.9522
O -9.3819 -19.1854 10.2118
O -8.8223 -20.0810 8.0987
C -8.0579 -21.1208 8.7320
H -11.4056 -17.0247 8.7690
H -9.8321 -16.1505 8.2296
H -10.0280 -16.8547 9.8508
H -7.0310 -20.8782 8.4588
H -8.4109 -22.0590 8.3039
H -8.0648 -21.0757 9.8210
C -16.3919 -10.5405 14.2057
O -16.0168 -9.1756 14.2632
C -16.8786 -8.2663 14.2869
O -18.0983 -8.4120 14.1458
O -16.2524 -7.1040 14.3818
C -17.0219 -5.8832 14.3514
H -16.9641 -10.7633 15.1063
H -15.5703 -11.2523 14.2859
H -16.8929 -10.8830 13.3004
H -18.0413 -5.9556 14.7306
H -17.0586 -5.3565 13.3978
H -16.4568 -5.1943 14.9792
O -16.7562 -17.9835 11.2953
C -16.6610 -19.1281 11.0220
O -15.5493 -19.6303 10.5807
C -15.8218 -20.9279 10.0758
C -17.1719 -21.2282 10.7372
O -17.6473 -19.9721 11.0828
H -15.8741 -20.9256 8.9870
H -15.0724 -21.5739 10.5333
H -16.9472 -21.9317 11.5388
H -17.7861 -21.8051 10.0459
O -13.2720 -25.1438 4.1980
C -12.8730 -26.0038 3.4630
O -13.3390 -27.2385 3.4811
C -12.9459 -27.9745 2.3050
C -11.7352 -27.0586 1.8006
O -11.9461 -25.8863 2.5220
H -12.4885 -28.9552 2.4362
H -13.6312 -27.9519 1.4577
H -11.6878 -27.0403 0.7118
H -10.7736 -27.4158 2.1692
*
```

Formula: C18H25BaN6OPS2
Source: the Open Molecules 2025 dataset
Level of theory: wB97M-V/def2-TZVPD

Output
energy above the lowest of the compared OMol25 structures with the same formula, charge and spin = 1.35 kcal per mole
LUMO level = -0.1996 Eh
orbital gap = 0.274 hartree
HOMO = -12.88 eV

```
! wB97M-V def2-TZVPD RIJCOSX def2/J DEFGRID3
* xyz 2 1
Ba 1.4805 -0.6176 -0.3888
N -0.5150 -3.2339 3.1516
C -0.0786 -2.2679 4.0477
C -0.2055 -2.1530 5.4270
C 0.3606 -1.0336 6.0008
C 1.0273 -0.0672 5.2291
C 1.1468 -0.1928 3.8613
C 0.5795 -1.3188 3.2662
N 0.5393 -1.7133 1.9279
C -0.1223 -2.8535 1.9176
C -0.3965 -3.6049 0.6929
C -1.1011 -4.7618 0.5718
S -1.1550 -5.2492 -1.0598
C -0.2403 -3.8878 -1.4868
N 0.1002 -3.1046 -0.4958
H -1.0228 -4.0707 3.3849
H -0.7186 -2.8963 6.0214
H 0.2903 -0.8953 7.0706
H 1.4556 0.7929 5.7248
H 1.6678 0.5628 3.2853
H -1.5850 -5.3415 1.3408
H 0.0331 -3.7051 -2.5162
C -3.1147 3.7577 -1.2148
N -3.4550 2.4882 -0.5707
C -4.1882 1.6582 -1.5248
N -3.4658 1.4346 -2.7768
C -3.1248 2.7328 -3.3614
N -2.3611 3.5917 -2.4572
C -1.0227 3.0750 -2.2163
P -1.0594 1.3955 -1.4145
C -2.2737 1.8108 -0.0606
C -2.2859 0.6082 -2.5794
H -2.5402 4.3736 -0.5213
H -4.0437 4.2782 -1.4487
H -5.1263 2.1612 -1.7609
H -4.4207 0.6962 -1.0642
H -4.0540 3.2451 -3.6118
H -2.5580 2.5788 -4.2810
H -0.4745 3.7687 -1.5746
H -0.4805 3.0112 -3.1627
H -1.7819 2.4471 0.6795
H -2.5740 0.8922 0.4510
H -2.5881 -0.3649 -2.1820
H -1.8022 0.4320 -3.5437
C 5.5650 1.4544 -2.0793
S 5.3695 0.2873 -0.7481
C 6.2614 -1.0858 -1.4485
O 3.8952 -0.1335 -0.8077
H 6.6235 1.7052 -2.1519
H 5.0025 2.3485 -1.8191
H 5.2053 1.0197 -3.0103
H 7.3106 -0.7996 -1.5240
H 5.8556 -1.3322 -2.4282
H 6.1668 -1.9232 -0.7605
*
```

Formula: C39H24N8O8S2W
Source: the Open Molecules 2025 dataset
Level of theory: wB97M-V/def2-TZVPD

Output
energy above the lowest of the compared OMol25 structures with the same formula, charge and spin = 39.64 kcal per mole
LUMO level = -0.2818 Eh
orbital gap = 0.220 hartree
HOMO = -13.66 eV

```
! wB97M-V def2-TZVPD RIJCOSX def2/J DEFGRID3
* xyz 2 1
W -0.0961 -0.0042 0.0384
S -2.6232 0.2479 3.7747
C -3.4811 -0.9551 2.8512
C -4.7297 -1.5036 3.0939
C -5.1403 -2.5532 2.2964
C -4.3113 -3.0698 1.2982
C -3.0779 -2.5089 1.0394
C -2.6655 -1.4162 1.8028
N -1.4361 -0.7932 1.7306
C -1.2641 0.0530 2.7491
C 0.0947 0.4969 3.0093
C 0.4744 0.9746 4.2615
C 1.8206 1.0824 4.5602
C 2.7590 0.7125 3.6122
C 2.3642 0.3059 2.3404
C 1.0196 0.1728 1.9630
H -5.3424 -1.1362 3.9002
H -6.1046 -3.0027 2.4713
H -4.6306 -3.9365 0.7411
H -2.4071 -2.9184 0.3000
H -0.2701 1.2132 5.0043
H 2.1314 1.4143 5.5366
H 3.8086 0.7272 3.8713
H 3.1499 0.0360 1.6424
N 4.0366 -0.6990 -1.6748
C 3.7476 -2.0222 -1.4265
C 4.4332 -3.1982 -1.6959
C 3.8669 -4.3647 -1.2266
C 2.6730 -4.3656 -0.4926
C 1.9758 -3.2038 -0.2352
C 2.5119 -2.0207 -0.7435
N 2.0652 -0.7121 -0.6369
C 3.0291 0.0445 -1.1759
C 2.9707 1.4796 -1.0625
C 3.8871 2.4356 -1.4242
S 3.3563 3.9859 -0.9476
C 1.9430 3.2687 -0.2905
N 1.8677 1.9793 -0.4169
H 4.8722 -0.3563 -2.1210
H 5.3656 -3.1990 -2.2356
H 4.3637 -5.3047 -1.4122
H 2.2967 -5.3051 -0.1186
H 1.0591 -3.1904 0.3480
H 4.8216 2.3074 -1.9296
H 1.1856 3.8552 0.1939
O -0.6035 1.7336 0.4189
C -1.3283 2.7210 -0.1363
C -2.0203 3.6227 0.6767
C -2.7583 4.6538 0.1284
C -2.8230 4.8076 -1.2516
C -2.1502 3.9294 -2.0740
C -1.3834 2.8730 -1.5512
C -0.7110 1.9378 -2.4341
N -0.0136 0.8476 -2.0531
C 0.3993 0.2242 -3.2105
C -0.0377 0.9348 -4.2842
N -0.7210 2.0029 -3.7842
H -1.9829 3.4787 1.7455
H -3.2968 5.3317 0.7696
H -3.4149 5.6009 -1.6766
H -2.2346 4.0625 -3.1418
H 0.9729 -0.6855 -3.1899
H 0.0727 0.7615 -5.3352
H -1.1469 2.7257 -4.3460
O -0.3300 -2.9818 -2.5656
C -0.9376 -2.2237 -1.8532
O -0.3720 -1.6661 -0.7722
C -2.3354 -1.7735 -2.0928
C -3.1748 -2.4759 -2.9472
C -4.4604 -2.0155 -3.1851
C -4.9372 -0.8451 -2.6014
C -4.1217 -0.1661 -1.7256
C -2.8062 -0.6060 -1.4334
O -2.0627 0.1110 -0.6401
N -4.5156 1.0601 -1.0641
O -4.9519 1.9477 -1.7531
O -4.3077 1.1217 0.1282
N -5.3521 -2.7783 -4.0561
O -4.8922 -3.7655 -4.5699
O -6.4742 -2.3586 -4.1798
H -2.8362 -3.3845 -3.4273
H -5.9392 -0.5102 -2.8274
*
```

| no. | maximum force (eV/Å) | calculated total energy (hartree) |
| --- | --- | --- |
| 1 | 7.40 | -10190.3859 |
| 2 | 5.62 | -1715.6827 |
| 3 | 0.15 | -2267.5003 |
| 4 | 2.56 | -3403.4865 |